{
  "formula": "C21H28ClHoN3O2S",
  "method": "wB97M-V/def2-TZVPD",
  "e_lumo_ev": [2.80, 2.77],
  "e_above_lowest_kcal_mol": 104.2,
  "s_squared": 6.10,
  "total_charge": -1,
  "spin_multiplicity": 5,
  "species": ["Ho", "Cl", "N", "N", "C", "C", "C", "C", "C", "C", "H", "H", "H", "H", "H", "H", "C", "C", "C", "C", "H", "H", "H", "H", "H", "H", "O", "H", "H", "O", "H", "H", "C", "C", "C", "H", "H", "C", "C", "H", "C", "C", "C", "C", "H", "C", "H", "H", "H", "H", "H", "H", "H", "H", "S", "C", "N"],
  "positions_angstrom": [[-0.6671, -0.0118, 0.6699], [1.5468, -0.1848, -0.8336], [0.0440, 2.3130, 0.5880], [-0.2270, -2.3692, 0.9436], [-0.9225, 3.0475, 0.0338], [-0.8880, -3.0600, 0.0486], [1.1463, 3.2478, 0.9494], [0.4363, 4.6010, 0.9378], [2.2315, 3.2051, -0.1149], [1.7301, 2.9326, 2.3174], [1.8504, 3.5977, -1.0681], [2.5700, 2.1755, -0.2713], [3.0748, 3.8345, 0.2059], [0.9481, 2.9780, 3.0836], [2.4952, 3.6902, 2.5456], [2.1864, 1.9354, 2.3456], [0.7874, -3.2793, 1.5698], [0.5536, -4.6004, 0.8433], [0.5410, -3.4794, 3.0584], [2.1932, -2.7449, 1.3637], [2.3684, -2.5187, 0.3065], [2.9131, -3.5017, 1.7050], [2.3314, -1.8272, 1.9491], [-0.4828, -3.8392, 3.2199], [0.7026, -2.5512, 3.6182], [1.2402, -4.2438, 3.4265], [-0.5408, -4.3258, -0.1064], [0.2143, -5.4108, 1.5019], [1.4155, -4.9517, 0.2564], [-0.7982, 4.3512, 0.1488], [0.9821, 5.4153, 0.4443], [0.1304, 4.9165, 1.9465], [-2.1001, 2.4581, -0.6808], [-2.0163, -2.5335, -0.8047], [-1.6714, -1.2556, -1.5662], [-2.8360, -2.2660, -0.1096], [-2.3478, -3.3132, -1.4851], [-1.9084, -0.0326, -1.0855], [-1.7317, 1.2437, -1.5051], [-1.9535, -0.2929, 2.4775], [-1.1257, 1.2835, -2.8028], [-0.8122, 0.0457, -3.3996], [-0.8388, 2.6038, -3.3967], [-1.0689, -1.2072, -2.8548], [-0.3147, 0.0859, -4.3609], [-0.7239, -2.5009, -3.5131], [-0.3495, -2.3339, -4.5084], [-1.5975, -3.1460, -3.5779], [0.0383, -3.0441, -2.9534], [-1.6893, 3.2818, -3.2984], [-0.5997, 2.5143, -4.4451], [0.0130, 3.0922, -2.9139], [-2.5602, 3.2279, -1.3020], [-2.8248, 2.1254, 0.0922], [-1.7491, 0.7983, 3.2532], [-0.2092, 0.0880, 3.4259], [0.8708, -0.2645, 3.6821]],
  "lowdin_charge": [0.8018, -0.0732, 0.0506, 0.0578, -0.3577, -0.3600, -0.5540, -0.0496, -0.0540, -0.0400, 0.0831, 0.0169, 0.0840, 0.0739, 0.0851, 0.0823, -0.5409, -0.0592, -0.0455, -0.0728, 0.0338, 0.0840, 0.0679, 0.0879, 0.0438, 0.0857, 0.0180, 0.1223, 0.1294, 0.0229, 0.1276, 0.1276, -0.0586, -0.0474, -0.2909, 0.1227, 0.1111, -0.2937, -0.2744, -0.2616, -0.2230, -0.0289, -0.0481, -0.2467, 0.1060, -0.0450, 0.0643, 0.0748, 0.0857, 0.0771, 0.0677, 0.0819, 0.1179, 0.1296, 0.4870, -0.8521, 0.0648]
}